66
Properties=species:S:1:pos:R:3:mulliken_charge:R:1 method="wB97M-V/def2-TZVPD" total_charge=+1 orbital_gap_ha=0.2617 smiles="CN(C)c1ccc(C(c2ccc(N(C)C)cc2)N(Cc2ccccc2)C2=[NH+]CCN2)cc1" e_above_lowest_kcal_mol=19.0 homo_ev=-9.607 spin_multiplicity=1
C 4.09 3.47 2.45 -1.0700
N 4.35 2.23 1.75 0.0972
C 5.75 1.87 1.74 -0.9190
C 3.33 1.43 1.30 1.3780
C 3.58 0.34 0.40 -1.2060
C 2.52 -0.34 -0.21 -0.3995
C 1.23 -0.10 0.22 0.5669
C 0.05 -0.79 -0.53 -0.5163
C -0.83 -1.57 0.51 0.3278
C -1.95 -2.30 0.03 -1.1124
C -2.87 -2.79 0.92 -0.6519
C -2.64 -2.85 2.31 1.2607
N -3.54 -3.46 3.16 -0.0128
C -3.29 -3.58 4.58 -1.0583
C -4.94 -3.51 2.81 -1.0191
C -1.42 -2.31 2.78 -0.8892
C -0.56 -1.66 1.87 -0.4996
C 0.99 0.76 1.33 -1.2281
C 2.01 1.68 1.71 -0.6443
H 3.33 4.05 1.94 0.3709
H 3.74 3.32 3.48 0.3266
H 5.03 4.03 2.47 0.2947
H 6.04 1.23 0.89 0.3106
H 6.32 2.82 1.66 0.3059
H 6.08 1.37 2.67 0.3078
H 4.59 0.12 0.09 0.1534
H 2.74 -1.07 -1.01 0.4024
H 0.42 -1.50 -1.30 0.5526
H -2.12 -2.46 -1.06 0.4465
H -3.81 -3.20 0.54 0.0950
H -2.32 -4.07 4.81 0.3371
H -3.32 -2.61 5.10 0.3689
H -4.08 -4.22 4.99 0.2901
H -5.09 -3.70 1.76 0.3483
H -5.40 -4.31 3.39 0.3435
H -5.45 -2.55 3.07 0.3075
H -1.18 -2.32 3.84 0.4022
H 0.33 -1.23 2.35 0.6243
H 0.04 0.77 1.90 0.5659
H 1.76 2.53 2.33 0.4582
C 3.18 2.73 -3.56 -0.5526
C 2.29 3.68 -3.08 -0.5822
C 1.11 3.28 -2.45 -0.6212
C 0.84 1.91 -2.32 0.8047
C -0.39 1.50 -1.56 -1.4438
N -0.63 0.03 -1.65 1.0692
C -1.80 -0.30 -2.30 -0.9470
N -1.99 -1.14 -3.35 -0.0703
C -3.34 -0.93 -3.89 -0.5135
C -4.05 -0.16 -2.79 -0.4571
N -2.95 0.32 -1.99 0.0394
C 1.68 0.96 -2.90 -0.1122
C 2.90 1.37 -3.46 -0.8193
H 4.11 3.05 -4.04 0.4239
H 2.50 4.75 -3.18 0.3972
H 0.38 4.00 -2.07 0.4179
H -0.37 1.77 -0.49 0.4464
H -1.26 2.06 -2.00 0.8879
H -1.20 -1.44 -3.90 0.2947
H -3.33 -0.31 -4.81 0.3343
H -3.81 -1.89 -4.10 0.3232
H -4.69 0.66 -3.13 0.3513
H -4.70 -0.83 -2.16 0.2656
H -3.04 0.91 -1.17 0.2782
H 1.40 -0.10 -2.90 0.3397
H 3.60 0.61 -3.80 0.4291

---

39
Properties=species:S:1:pos:R:3:mulliken_charge:R:1 method="wB97M-V/def2-TZVPD" total_charge=+1 orbital_gap_ha=0.1932 e_above_lowest_kcal_mol=0.0 homo_ev=-11.227 spin_multiplicity=1
F -3.71 2.82 1.98 -0.2948
C -3.69 1.45 2.08 0.2981
C -4.89 0.75 2.00 -0.5539
C -4.83 -0.65 2.07 -0.5771
C -3.62 -1.32 2.20 -0.4909
C -2.41 -0.59 2.28 0.9494
C -1.16 -1.27 2.38 -0.3219
C 0.05 -0.62 2.18 -0.4902
C 1.28 -1.28 2.21 -0.3360
C 2.52 -0.60 2.11 1.0906
C 2.59 0.82 2.06 -0.7377
C 3.83 1.43 1.98 0.3293
F 3.88 2.80 1.96 -0.2904
C 5.03 0.71 1.94 -0.5529
C 4.95 -0.69 1.96 -0.4763
C 3.73 -1.34 2.04 -0.6484
C -2.46 0.83 2.23 -0.7330
H -5.82 1.28 1.88 0.4644
H -5.75 -1.23 2.00 0.3966
H -3.57 -2.41 2.22 0.3912
H -1.15 -2.36 2.46 0.7524
H 0.04 0.44 1.94 0.1206
H 1.28 -2.36 2.32 0.3475
H 1.69 1.43 2.10 0.5058
H 5.98 1.24 1.90 0.4527
H 5.87 -1.27 1.93 0.3980
H 3.67 -2.43 2.04 0.3816
H -1.55 1.44 2.31 0.5420
C -0.47 -3.77 5.29 -0.5717
C 0.20 -3.16 6.53 -0.5323
C -0.40 -1.97 6.86 -0.4624
C -1.44 -1.67 5.89 -0.3517
C -1.49 -2.69 4.96 -0.5444
H 0.22 -3.99 4.47 0.1993
H -0.97 -4.73 5.55 0.3319
H 1.04 -3.65 7.02 0.4126
H -0.16 -1.33 7.71 0.4279
H -2.07 -0.79 5.91 0.4740
H -2.20 -2.81 4.16 0.7003

---

136
Properties=species:S:1:pos:R:3:mulliken_charge:R:1 method="wB97M-V/def2-TZVPD" total_charge=+1 orbital_gap_ha=0.2063 homo_ev=-10.606 spin_multiplicity=1
O 0.35 -2.55 3.66 -0.4136
P -0.08 -1.42 2.51 0.4542
O 0.94 -1.46 1.18 -0.3888
C -1.86 -1.82 2.02 0.1534
C -2.19 -3.06 1.41 0.0572
N -3.36 -3.54 1.03 -0.6676
N -4.29 -2.66 1.30 0.4971
C -4.18 -1.46 1.82 -0.1765
C -2.93 -0.92 2.23 -0.0316
S -2.69 0.68 2.93 -0.2125
H -0.47 -3.00 3.91 0.3026
H 1.25 -2.39 1.09 0.3139
H -1.35 -3.74 1.22 0.1519
H -5.24 -2.97 1.06 0.2304
H -5.09 -0.85 1.94 0.4354
H -3.85 1.00 3.57 0.1980
C 2.40 1.68 0.56 -0.6521
C 3.10 1.21 -0.71 -0.4407
O 4.04 2.14 -1.22 -0.2730
C 5.12 2.48 -0.36 -0.5199
C 5.97 1.29 0.05 -0.5430
H 1.89 2.63 0.38 0.2276
H 1.67 0.95 0.88 0.0666
H 3.10 1.84 1.38 0.2438
H 2.35 1.07 -1.49 0.3684
H 3.57 0.23 -0.55 0.3254
H 4.74 3.01 0.52 0.4067
H 5.73 3.19 -0.91 0.4096
H 5.40 0.55 0.61 -0.1638
H 6.80 1.62 0.67 0.4342
H 6.37 0.79 -0.83 0.1002
C 0.58 7.00 -2.53 -0.9767
C 2.06 7.03 -2.20 -0.3042
O 2.55 5.82 -1.65 -0.4174
C 2.43 4.67 -2.47 0.8243
C 3.16 4.78 -3.80 -1.2542
H 0.00 6.76 -1.64 0.2694
H 0.26 7.97 -2.91 0.3394
H 0.35 6.25 -3.29 0.3181
H 2.24 7.80 -1.44 0.3102
H 2.65 7.32 -3.07 0.2853
H 1.37 4.42 -2.63 0.2416
H 2.85 3.84 -1.90 -0.6352
H 2.77 5.59 -4.42 0.3824
H 3.06 3.85 -4.36 0.3699
H 4.22 4.97 -3.63 0.3035
C -6.77 -4.20 -3.86 -1.1103
C -5.83 -4.13 -2.66 -0.2936
O -6.48 -4.35 -1.42 -0.3537
C -7.13 -5.61 -1.25 -0.3335
C -6.19 -6.80 -1.38 -1.0550
H -7.57 -3.47 -3.75 0.2927
H -6.22 -3.99 -4.78 0.3929
H -7.23 -5.18 -3.96 0.2816
H -5.40 -3.13 -2.61 0.3057
H -4.99 -4.83 -2.78 0.3075
H -7.96 -5.69 -1.95 0.3244
H -7.56 -5.60 -0.25 0.3258
H -5.73 -6.86 -2.37 0.2782
H -6.73 -7.73 -1.21 0.3995
H -5.38 -6.73 -0.65 0.2413
C 0.87 11.17 -0.29 -1.1472
C 0.03 10.98 -1.55 -0.2248
O -1.27 10.48 -1.30 -0.3955
C -2.10 11.29 -0.48 -0.3228
C -2.35 12.68 -1.05 -1.0221
H 0.95 10.24 0.26 0.2884
H 1.87 11.52 -0.55 0.3749
H 0.42 11.91 0.38 0.3524
H 0.53 10.24 -2.18 0.2502
H -0.02 11.90 -2.14 0.2871
H -1.69 11.35 0.53 0.2999
H -3.05 10.76 -0.40 0.3156
H -1.43 13.25 -1.15 0.2664
H -3.03 13.24 -0.40 0.3830
H -2.80 12.61 -2.04 0.2907
C 5.26 -3.89 5.39 -0.9214
C 5.81 -2.48 5.44 -0.3280
O 5.99 -1.89 4.16 -0.4378
C 4.84 -1.75 3.36 -0.2056
C 3.75 -0.90 3.99 -0.5611
H 5.91 -4.54 4.79 0.2862
H 5.17 -4.30 6.39 0.3912
H 4.26 -3.92 4.93 0.1785
H 6.80 -2.50 5.91 0.3572
H 5.19 -1.84 6.07 0.2895
H 4.45 -2.74 3.09 0.2483
H 5.16 -1.28 2.43 0.1201
H 3.38 -1.32 4.93 0.3038
H 2.90 -0.80 3.31 0.0205
H 4.14 0.10 4.22 0.2811
C -0.40 -6.46 -0.32 -0.9175
C 0.52 -6.35 0.89 -0.2633
O -0.14 -6.58 2.12 -0.3877
C -0.75 -7.86 2.28 -0.2717
C 0.23 -9.02 2.18 -1.0477
H -1.23 -5.76 -0.23 0.1258
H 0.15 -6.23 -1.23 0.4029
H -0.82 -7.45 -0.42 0.3150
H 0.92 -5.34 0.94 0.1772
H 1.38 -7.02 0.79 0.3752
H -1.57 -7.98 1.57 0.2502
H -1.20 -7.86 3.28 0.3200
H 0.70 -9.07 1.20 0.2677
H -0.29 -9.96 2.35 0.3974
H 1.02 -8.91 2.93 0.2913
C 9.47 -0.39 -5.00 -1.0084
C 8.28 -0.84 -5.83 -0.3230
O 7.30 -1.55 -5.08 -0.4392
C 6.71 -0.84 -4.00 -0.3818
C 5.98 0.43 -4.43 -0.6497
H 9.95 -1.25 -4.52 0.2831
H 10.20 0.11 -5.64 0.3858
H 9.18 0.31 -4.22 0.2572
H 8.62 -1.53 -6.60 0.3433
H 7.82 0.00 -6.35 0.2795
H 7.45 -0.62 -3.23 0.2884
H 5.99 -1.52 -3.55 0.3077
H 6.66 1.15 -4.88 0.2681
H 5.51 0.90 -3.56 0.0682
H 5.21 0.20 -5.16 0.2999
C -8.58 -3.42 3.66 -1.0443
C -7.95 -2.04 3.71 -0.3156
O -7.74 -1.45 2.43 -0.3801
C -8.91 -1.25 1.64 -0.2779
C -9.94 -0.34 2.29 -1.1513
H -7.97 -4.09 3.06 0.2391
H -8.67 -3.83 4.67 0.4002
H -9.57 -3.39 3.22 0.2712
H -6.96 -2.12 4.17 0.3607
H -8.53 -1.36 4.35 0.2993
H -9.36 -2.21 1.37 0.2801
H -8.57 -0.79 0.71 0.3458
H -10.32 -0.75 3.22 0.2877
H -10.79 -0.19 1.62 0.3974
H -9.50 0.63 2.51 0.3020